Density functional theory data (ωB97M-V/def2-TZVPD) for a structure of composition C7H12CuO3 at a distorted geometry.

Structure (XYZ):
```
23
Properties=species:S:1:pos:R:3
C 0.11 2.03 1.64
C -0.41 1.31 0.63
H 1.18 2.23 1.70
H -0.54 2.60 2.32
H 0.22 0.92 -0.17
H -1.49 1.27 0.46
H -0.17 0.42 1.98
O 6.65 -1.52 1.99
C 5.51 -1.39 1.47
O 5.36 -1.30 0.22
O 4.46 -1.38 2.28
C 3.16 -1.27 1.71
C 2.15 -1.35 2.84
C 0.75 -1.47 2.40
C -0.31 -0.74 2.91
Cu 7.21 -1.42 0.17
H 3.00 -2.07 0.98
H 3.08 -0.30 1.18
H 2.28 -0.55 3.58
H 2.30 -2.32 3.38
H 0.56 -2.13 1.55
H -1.31 -1.12 2.71
H -0.19 -0.29 3.90
```

The energy above the lowest of the compared OMol25 structures with the same formula, charge and spin comes out at 0.00 kJ/mol. The highest occupied orbital energy (alpha / beta) comes out at -9.0 / -14.3 eV. As for the spin multiplicity: 3. Its expectation value of S² is 2.00. Its total charge is +1.


Density functional theory data (ωB97M-V/def2-TZVPD) for a cluster of 3 separate species, C19H47N2O9P3 in total at a distorted geometry.

Structure (XYZ):
```
80
Properties=species:S:1:pos:R:3
H -10.55 0.06 1.63
N -9.57 -0.12 1.41
C -8.98 0.98 1.19
C -9.78 2.29 1.26
C -7.51 0.96 0.84
P -7.32 0.69 -1.03
C -8.65 1.64 -1.94
N -8.83 0.96 -3.24
C -5.66 1.37 -1.56
C -4.50 0.95 -0.63
C -4.52 -0.53 -0.25
O -4.39 -1.32 -1.44
H -9.52 2.99 0.45
H -10.84 2.04 1.09
H -9.69 2.78 2.23
H -7.06 0.08 1.31
H -6.97 1.85 1.19
H -8.26 2.65 -2.12
H -9.58 1.70 -1.37
H -9.31 1.62 -3.85
H -9.51 0.22 -3.07
H -5.71 2.47 -1.68
H -5.43 0.99 -2.56
H -4.44 1.59 0.26
H -3.56 1.11 -1.18
H -3.65 -0.75 0.40
H -5.42 -0.85 0.29
H -4.86 -2.14 -1.25
C 2.85 -6.06 0.34
C 3.03 -4.95 1.37
O 2.57 -3.70 0.87
P 0.97 -3.35 0.97
O 0.84 -3.09 2.44
O 1.02 -1.78 0.45
C 0.33 -0.75 1.15
C 1.30 0.08 1.96
O 0.75 -3.81 -0.61
C -0.61 -3.96 -1.08
C -1.15 -2.66 -1.65
H 1.80 -6.25 0.16
H 3.32 -6.98 0.69
H 3.30 -5.77 -0.61
H 2.51 -5.20 2.30
H 4.09 -4.83 1.60
H -0.46 -1.16 1.78
H -0.16 -0.12 0.40
H 1.84 -0.54 2.68
H 0.78 0.87 2.50
H 2.04 0.54 1.31
H -1.25 -4.33 -0.28
H -0.59 -4.72 -1.87
H -1.36 -1.95 -0.85
H -2.07 -2.83 -2.20
H -0.41 -2.19 -2.31
C 5.98 5.27 -1.10
C 5.00 4.17 -0.76
O 5.60 2.88 -0.87
P 6.47 2.31 0.39
O 5.42 2.01 1.42
O 6.77 0.79 -0.16
C 6.58 -0.35 0.69
C 5.31 -1.08 0.33
O 7.91 2.81 -0.28
C 9.08 2.79 0.56
C 9.79 1.45 0.48
H 6.78 5.33 -0.36
H 5.48 6.24 -1.13
H 6.45 5.09 -2.06
H 4.58 4.31 0.24
H 4.16 4.19 -1.46
H 6.59 -0.06 1.74
H 7.44 -1.01 0.53
H 4.44 -0.42 0.42
H 5.15 -1.94 0.97
H 5.34 -1.41 -0.71
H 8.81 3.02 1.60
H 9.74 3.58 0.21
H 9.24 0.68 1.01
H 10.79 1.51 0.92
H 9.89 1.13 -0.56
```

The highest occupied orbital energy comes out at -7.9 eV. As for the spin multiplicity: 1. Its structure (SMILES) is [H]/N=C(\C)CP(CN)CCCO.CCOP(=O)(OCC)OCC.CCOP(=O)(OCC)OCC. Its total charge is 0.


Density functional theory data (ωB97M-V/def2-TZVPD) for a cluster of 3 separate species, C2H10N2O2 in total at a distorted geometry.

Structure (XYZ):
```
16
Properties=species:S:1:pos:R:3
C 1.43 -0.05 0.97
N 2.00 -0.44 -0.28
C 1.45 -0.30 -1.39
N 0.18 0.30 -1.60
H 2.28 -0.06 1.68
H 0.71 -0.79 1.36
H 0.96 0.95 0.84
H 2.01 -0.71 -2.25
H -0.04 0.37 -2.59
H -0.70 -0.11 -1.30
O -2.19 -1.54 1.11
H -1.55 -1.36 1.82
H -2.13 -0.61 0.85
O -1.70 1.78 0.70
H -1.69 1.19 -0.04
H -0.81 2.13 0.79
```

The energy above the lowest of the compared OMol25 structures with the same formula, charge and spin comes out at 126.77 kJ/mol. The highest occupied orbital energy comes out at -9.6 eV. As for the spin multiplicity: 1. Its structure (SMILES) is C/N=C\N.O.O. Its total charge is 0.


Density functional theory data (ωB97M-V/def2-TZVPD) for an isolated molecule of C11H4FNO3 at a distorted geometry.

Structure (XYZ):
```
20
Properties=species:S:1:pos:R:3
N -0.09 -1.53 4.40
C -0.95 -0.74 4.03
O -1.85 0.03 3.23
C -1.44 -0.08 1.83
C -1.93 -1.16 1.05
C -1.47 -1.33 -0.47
O -2.07 -2.17 -1.20
C -0.23 -0.44 -0.95
C 0.45 -0.73 -2.32
C 1.64 0.15 -2.81
C 2.18 1.32 -1.93
F 3.28 2.15 -2.34
C 1.50 1.63 -0.55
C 0.30 0.76 -0.08
C -0.44 1.05 1.30
O -0.22 2.12 1.96
H -2.67 -1.88 1.58
H 0.04 -1.58 -2.96
H 2.07 -0.11 -3.85
H 1.91 2.52 0.05
```

The energy above the lowest of the compared OMol25 structures with the same formula, charge and spin comes out at 616.41 kJ/mol. The highest occupied orbital energy comes out at -10.0 eV. As for the spin multiplicity: 1. Its structure (SMILES) is N#COC1=CC(=O)c2ccc(F)cc2C1=O. Its total charge is 0.


Density functional theory data (ωB97M-V/def2-TZVPD) for a structure of composition C49H45N7O2P2TeTi at a distorted geometry.

Structure (XYZ):
```
107
Properties=species:S:1:pos:R:3
Ti -0.10 0.09 0.40
C 2.21 1.92 -0.16
N 1.44 1.32 -1.26
C 2.34 0.73 -2.25
C 2.41 -0.78 -2.28
C 3.18 -1.40 -3.26
C 3.27 -2.78 -3.27
C 2.61 -3.49 -2.28
C 1.87 -2.79 -1.35
N 1.74 -1.46 -1.36
C 0.58 2.33 -1.85
C -0.34 2.89 -0.80
C -0.67 4.22 -0.85
C -1.47 4.79 0.14
C -1.90 3.93 1.16
C -1.54 2.61 1.14
N -0.74 2.03 0.20
C 2.73 0.80 0.68
C 4.07 0.65 0.98
C 4.49 -0.49 1.67
C 3.52 -1.45 1.96
C 2.21 -1.24 1.62
N 1.77 -0.10 1.02
H 1.53 2.53 0.45
H 3.01 2.57 -0.55
H 3.36 1.09 -2.08
H 2.06 1.08 -3.26
H 3.70 -0.81 -4.00
H 3.85 -3.29 -4.02
H 2.67 -4.57 -2.24
H 1.35 -3.30 -0.55
H -0.01 1.89 -2.67
H 1.17 3.16 -2.28
H -0.29 4.83 -1.65
H -1.73 5.84 0.13
H -2.50 4.31 1.97
H -1.89 1.95 1.92
H 4.78 1.41 0.69
H 5.53 -0.63 1.92
H 3.80 -2.37 2.46
H 1.47 -1.99 1.81
N -1.05 -0.37 -1.66
N -1.52 -1.67 -1.42
C -0.97 -2.42 -0.35
O -1.13 -3.62 -0.36
O -0.40 -1.74 0.56
H -1.84 0.25 -1.88
H -0.36 -0.35 -2.42
H -1.81 -2.25 -2.21
Te -3.28 -1.52 4.21
C -4.05 -0.06 5.60
C -3.45 0.15 6.83
C -3.98 1.10 7.69
N -5.06 1.81 7.41
C -5.64 1.61 6.24
C -5.18 0.70 5.31
C -2.62 -0.02 2.77
P -0.83 0.08 2.78
C -0.46 1.55 3.83
C -1.40 2.02 4.73
C -1.09 3.09 5.56
C 0.15 3.70 5.47
C 1.08 3.25 4.55
C 0.78 2.18 3.73
C 0.06 -1.18 3.76
C -0.15 -2.53 3.44
C 0.61 -3.52 4.04
C 1.59 -3.19 4.97
C 1.77 -1.86 5.31
C 1.02 -0.86 4.72
P -2.93 -0.43 1.02
C -4.39 -1.54 1.10
C -4.37 -2.84 0.60
C -5.51 -3.63 0.69
C -6.66 -3.13 1.27
C -6.68 -1.84 1.78
C -5.55 -1.05 1.69
C -3.96 0.91 0.23
C -4.22 0.62 -1.11
C -4.87 1.51 -1.93
C -5.26 2.74 -1.42
C -5.04 3.03 -0.08
C -4.40 2.12 0.74
H -2.57 -0.41 7.11
H -3.53 1.29 8.66
H -6.53 2.20 6.06
H -5.70 0.56 4.37
H -2.37 1.55 4.78
H -1.83 3.45 6.26
H 0.39 4.52 6.13
H 2.04 3.73 4.47
H 1.51 1.80 3.02
H -0.88 -2.79 2.68
H 0.45 -4.55 3.77
H 2.21 -3.96 5.40
H 2.53 -1.59 6.04
H 1.19 0.16 5.00
H -3.47 -3.24 0.15
H -5.49 -4.64 0.30
H -7.55 -3.75 1.34
H -7.58 -1.46 2.25
H -5.56 -0.04 2.07
H -3.94 -0.37 -1.48
H -5.06 1.27 -2.96
H -5.76 3.46 -2.06
H -5.37 3.98 0.32
H -4.25 2.35 1.79
```

The energy above the lowest of the compared OMol25 structures with the same formula, charge and spin comes out at 91.27 kJ/mol. The highest occupied orbital energy (alpha / beta) comes out at -5.0 / -6.7 eV. As for the spin multiplicity: 3. Its expectation value of S² is 2.03. Its total charge is 0.


Density functional theory data (ωB97M-V/def2-TZVPD) for a structure of composition C9H10OS at a distorted geometry.

Structure (XYZ):
```
21
Properties=species:S:1:pos:R:3
C 1.39 0.16 1.93
C 2.17 1.02 1.35
C 2.52 0.93 -0.02
C 1.38 1.01 -1.16
C 0.69 -0.28 -1.87
C 0.76 -1.20 1.33
C -0.53 -1.11 0.37
C 0.28 -1.38 -0.93
C -1.52 0.07 0.50
O 3.68 0.80 -0.43
S 1.64 -2.06 -0.01
H 1.15 0.07 3.04
H 0.67 1.61 -0.53
H 1.58 1.53 -2.22
H -0.04 0.19 -2.56
H 1.56 -0.73 -2.59
H 0.78 -1.92 2.19
H -1.08 -1.99 0.55
H -1.99 -0.08 1.60
H -2.33 0.05 -0.31
H -1.03 1.04 0.61
```

The energy above the lowest of the compared OMol25 structures with the same formula, charge and spin comes out at 571.02 kJ/mol. The highest occupied orbital energy (alpha / beta) comes out at -9.2 / -7.9 eV. As for the spin multiplicity: 1. Its total charge is 0.


- What is the total charge in the fourth record?
  0


- What is the total charge in the first record?
  +1


- What is the total charge in the second record?
  0